## w
Molecular formula: C28H30BrCrGeN5O3Se
Method: DFT, ωB97M-V/def2-TZVPD

Each line ends with the Löwdin charge.
Atoms and positions in Å:
Cr: 0.10893 -1.16782 0.99719  0.678
O: 0.71769 -0.50809 4.89820  0.092
C: 0.72629 -0.55930 3.68365  -0.443
N: 0.11640 -1.46343 2.87565  -0.004
C: -0.48182 -2.66133 3.30859  -0.192
C: -0.51527 -3.18140 4.59961  -0.007
C: -1.16088 -4.38912 4.82703  -0.080
C: -1.78347 -5.07046 3.79185  -0.079
C: -1.77943 -4.55582 2.50275  -0.008
C: -1.12288 -3.35768 2.25670  -0.202
N: -1.12227 -2.62736 1.05537  -0.036
C: -2.27366 -2.50664 0.32206  -0.448
O: -3.04803 -3.37000 -0.01493  0.120
C: -2.55684 -1.03425 0.13839  -0.164
C: -3.78351 -0.59123 -0.31389  0.035
C: -4.10797 0.74780 -0.15946  -0.013
C: -3.18328 1.59391 0.43455  -0.028
C: -1.95651 1.08683 0.81813  -0.096
N: -1.64263 -0.20449 0.68825  0.009
C: 1.55545 0.39548 2.86406  -0.152
C: 2.47346 1.21863 3.49034  0.033
C: 3.37620 1.92517 2.71709  -0.010
C: 3.33258 1.76552 1.33952  -0.032
C: 2.36319 0.95482 0.78279  -0.164
N: 1.46862 0.28124 1.52270  0.019
H: -0.06531 -2.63127 5.41060  0.103
H: -1.18575 -4.80184 5.82658  0.106
H: -2.29030 -6.00600 3.98728  0.106
H: -2.27553 -5.06565 1.68998  0.111
H: -4.47490 -1.30535 -0.73873  0.134
H: -5.07297 1.12053 -0.47359  0.123
H: -3.41925 2.63255 0.61607  0.118
H: -1.20981 1.72108 1.28160  0.116
H: 2.46887 1.25694 4.57054  0.132
H: 4.12266 2.55745 3.17806  0.123
H: 4.04786 2.25866 0.69685  0.116
H: 2.32799 0.80833 -0.28912  0.066
O: 4.84113 -4.37753 -1.10879  0.130
C: 3.83549 -3.75010 -0.50982  -0.283
C: 3.56845 -3.81996 0.85994  0.045
C: 2.50498 -3.11599 1.37655  -0.047
N: 1.70397 -2.35817 0.61886  -0.073
C: 1.96000 -2.33399 -0.68797  -0.629
Br: 0.69363 -1.25675 -1.63139  0.974
C: 2.98673 -2.97796 -1.31516  0.010
H: 5.36691 -4.89447 -0.48580  0.137
H: 4.18245 -4.41454 1.52320  0.132
H: 2.27064 -3.14633 2.43353  0.139
H: 3.14087 -2.91910 -2.38256  0.135
C: -3.29920 2.73073 -3.79416  -0.219
Ge: -1.47996 3.48500 -3.84110  0.791
C: -0.24516 2.15900 -4.61252  -0.225
C: -1.52105 5.22026 -4.76581  -0.220
C: -0.86819 3.97919 -1.98994  -0.607
Se: 0.57240 2.94998 -1.18083  0.829
C: 2.03324 3.54332 -2.32984  -0.380
H: -3.70104 2.70673 -4.80754  0.022
H: -3.96256 3.34511 -3.18453  0.019
H: -3.29972 1.71343 -3.40668  0.006
H: -0.70629 1.67957 -5.47594  0.022
H: -0.01694 1.38955 -3.87355  -0.012
H: 0.68578 2.62191 -4.93736  0.013
H: -1.87071 5.12319 -5.79313  0.021
H: -0.53455 5.68328 -4.77891  0.018
H: -2.20372 5.88574 -4.23633  0.024
H: -1.69508 3.89401 -1.28755  -0.012
H: -0.54493 5.02001 -1.99134  0.011
H: 1.83892 4.56515 -2.64573  0.031
H: 2.11947 2.89042 -3.19359  0.005
H: 2.95010 3.51292 -1.74654  0.010

## Properties
* multiplicity: 4
* <S²>: 3.78
* HOMO level (spin up / spin down): -9.83 / -10.09 eV
* HOMO-LUMO gap (spin up / spin down): 6.92 / 6.79 eV
* total charge: +1



## x
Molecular formula: C28H30BrCrGeN5O3Se
Method: DFT, ωB97M-V/def2-TZVPD

Each line ends with the Löwdin charge.
Atoms and positions in Å:
Cr: -0.53938 1.59759 1.32931  0.681
O: -4.29213 2.93979 1.91397  0.096
C: -3.24452 2.33518 1.80677  -0.444
N: -2.00034 2.82046 1.55808  -0.019
C: -1.65682 4.18497 1.54918  -0.190
C: -2.46354 5.27814 1.85087  -0.005
C: -1.94317 6.55809 1.72202  -0.081
C: -0.64176 6.76447 1.28626  -0.081
C: 0.18038 5.68720 0.99213  -0.010
C: -0.31676 4.39976 1.14814  -0.207
N: 0.34688 3.20570 0.83176  -0.037
C: 1.16911 3.09444 -0.26385  -0.442
O: 2.13671 3.75430 -0.55638  0.125
C: 0.56509 2.04941 -1.17008  -0.162
C: 0.84345 2.01826 -2.52259  0.036
C: 0.03569 1.26031 -3.35696  -0.011
C: -1.01404 0.54739 -2.79605  -0.039
C: -1.19840 0.58524 -1.42619  -0.120
N: -0.43999 1.33245 -0.61796  0.015
C: -3.18018 0.83607 1.98684  -0.155
C: -4.29972 0.09670 2.31815  0.036
C: -4.15882 -1.26016 2.56399  -0.010
C: -2.89251 -1.82759 2.49742  -0.032
C: -1.82406 -1.02488 2.14880  -0.141
N: -1.95971 0.27788 1.87147  -0.019
H: -3.48416 5.13053 2.16646  0.104
H: -2.56837 7.40987 1.95459  0.106
H: -0.27106 7.77458 1.17373  0.106
H: 1.19774 5.82479 0.65279  0.110
H: 1.65355 2.63067 -2.89396  0.134
H: 0.20313 1.24966 -4.42546  0.124
H: -1.69481 -0.02428 -3.41071  0.121
H: -2.01158 0.04579 -0.95980  0.114
H: -5.25261 0.60283 2.38555  0.133
H: -5.02290 -1.86041 2.81551  0.123
H: -2.72391 -2.87257 2.71591  0.121
H: -0.81947 -1.42195 2.08400  0.075
O: 4.82838 -0.50375 3.36602  0.134
C: 3.68643 -0.15334 2.78910  -0.281
C: 3.41432 -0.30122 1.42679  0.046
C: 2.19337 0.09544 0.93810  -0.108
N: 1.23105 0.62675 1.70725  -0.065
C: 1.53216 0.78829 2.99991  -0.634
Br: 0.14876 1.68619 3.95576  1.000
C: 2.70295 0.42374 3.60054  0.008
H: 5.45295 -0.88919 2.74022  0.136
H: 4.15778 -0.70903 0.75435  0.132
H: 1.95971 0.00624 -0.11434  0.099
H: 2.88719 0.58665 4.65236  0.136
C: 0.01542 -5.13354 -3.47778  -0.213
Ge: 1.59664 -4.25659 -2.70702  0.777
C: 2.97624 -3.97859 -4.08051  -0.218
C: 2.32035 -5.23689 -1.16492  -0.218
C: 1.08767 -2.42058 -2.08399  -0.593
Se: 0.04997 -2.28772 -0.43689  0.872
C: -1.63526 -3.04779 -1.04903  -0.368
H: 0.31141 -6.04837 -3.99105  0.024
H: -0.46310 -4.47732 -4.20541  0.024
H: -0.71490 -5.39971 -2.71552  0.003
H: 3.35094 -4.94612 -4.41648  0.022
H: 3.81623 -3.41184 -3.67920  0.018
H: 2.57908 -3.45320 -4.94858  0.021
H: 2.44023 -6.29148 -1.41254  0.023
H: 1.64706 -5.15537 -0.31170  0.001
H: 3.29543 -4.84379 -0.87660  0.019
H: 0.54087 -1.87297 -2.85371  0.003
H: 2.00224 -1.86374 -1.86631  0.002
H: -1.88032 -2.61935 -2.01933  0.029
H: -2.39645 -2.78590 -0.31779  0.008
H: -1.55179 -4.12656 -1.12539  0.009

## Properties
* multiplicity: 4
* <S²>: 3.78
* HOMO level (spin up / spin down): -9.66 / -9.90 eV
* HOMO-LUMO gap (spin up / spin down): 6.60 / 6.51 eV
* total charge: +1



Q: Which of them is the most stable? A: w.



## w
Molecular formula: C5H8N
Method: DFT, ωB97M-V/def2-TZVPD

Each line ends with the Löwdin charge.
Atoms and positions in Å:
C: 0.17998 1.50558 1.79827  0.204
C: 0.39266 0.25062 2.14610  0.013
C: 0.03737 -0.18819 -0.35786  -0.261
C: -0.27595 -1.61118 -0.41901  0.033
C: -0.04755 0.69452 -1.54310  0.033
N: 0.34252 0.32808 0.76174  0.116
H: 0.11954 2.49569 1.58857  0.088
H: 0.86858 -0.35896 2.81193  0.103
H: -1.38433 -1.63567 -0.63362  0.148
H: -0.17805 -2.02561 0.58820  0.099
H: 0.11623 -2.32223 -1.14246  0.117
H: -0.44036 0.29068 -2.39394  0.063
H: 0.95766 0.93247 -1.67896  0.094
H: -0.68829 1.64422 -1.52585  0.150

## Properties
* multiplicity: 3
* <S²>: 2.02
* HOMO level (spin up / spin down): -11.57 / -17.06 eV
* HOMO-LUMO gap (spin up / spin down): 7.14 / 9.44 eV
* total charge: +1



## x
Molecular formula: C5H8N
Method: DFT, ωB97M-V/def2-TZVPD

Each line ends with the Löwdin charge.
Atoms and positions in Å:
C: 0.12144 1.16769 -1.22811  0.280
C: -0.53606 0.39897 -0.32595  -0.404
C: -1.73039 0.32028 0.65754  -0.024
C: -1.34085 -0.84228 -0.06171  -0.040
C: 1.94564 -0.34607 -0.32256  0.046
N: 0.82745 0.70774 -0.09002  -0.069
H: -1.37006 0.46771 1.62792  0.102
H: -2.66491 0.89497 0.52142  0.146
H: -1.88001 -1.01614 -0.93582  0.116
H: -0.87538 -1.66706 0.51393  0.151
H: 1.42208 -1.31275 -0.56752  0.118
H: 2.53804 0.07397 -1.16604  0.111
H: 2.65278 -0.55901 0.48396  0.097
H: 0.89024 1.71198 0.89295  0.371

## Properties
* multiplicity: 3
* <S²>: 2.01
* HOMO level (spin up / spin down): -13.35 / -15.89 eV
* HOMO-LUMO gap (spin up / spin down): 8.62 / 8.68 eV
* total charge: +1



## y
Molecular formula: C5H8N
Method: DFT, ωB97M-V/def2-TZVPD

Each line ends with the Löwdin charge.
Atoms and positions in Å:
C: 3.01006 -0.49062 0.02825  0.145
C: 1.90404 -0.02469 -0.14746  0.001
C: -1.87076 0.27908 0.13039  -0.002
C: -1.20650 -0.96930 -0.24491  -0.013
C: 0.51884 0.84183 -0.19940  -0.122
N: -0.46758 0.04805 0.51353  -0.084
H: 4.00995 -0.80915 -0.07074  0.048
H: -2.03551 1.12540 -0.51775  0.140
H: -2.52740 0.24229 1.00412  0.145
H: -1.23066 -1.85369 0.22623  0.089
H: -0.83929 -1.22092 -1.32428  0.186
H: 0.38589 1.03930 -1.20084  0.092
H: 0.61526 1.89797 0.28771  0.161
H: -0.26635 -0.10554 1.51517  0.212

## Properties
* multiplicity: 3
* <S²>: 2.00
* HOMO level (spin up / spin down): -9.17 / -15.05 eV
* HOMO-LUMO gap (spin up / spin down): 6.04 / 8.13 eV
* total charge: +1



## z
Molecular formula: C5H8N
Method: DFT, ωB97M-V/def2-TZVPD

Each line ends with the Löwdin charge.
Atoms and positions in Å:
C: -3.00896 0.41592 0.19157  0.189
C: -1.87933 0.20547 -0.15439  0.027
C: 0.25840 -1.30702 0.07583  -0.007
C: 0.58784 0.04122 0.48974  -0.195
C: 1.80844 0.74886 -0.10581  0.035
N: -0.49240 -0.20335 -0.47764  -0.012
H: -3.94137 0.86760 0.33700  0.053
H: 0.89350 -1.73767 -0.55727  0.100
H: -0.35590 -1.89463 0.78918  0.168
H: 0.09124 0.25460 1.47786  0.189
H: 2.05092 0.40440 -1.00077  0.047
H: 2.48246 0.54962 0.70726  0.110
H: 1.70550 1.76250 -0.29078  0.079
H: -0.20034 -0.10752 -1.48176  0.218

## Properties
* multiplicity: 3
* <S²>: 2.00
* HOMO level (spin up / spin down): -10.07 / -15.86 eV
* HOMO-LUMO gap (spin up / spin down): 6.66 / 8.10 eV
* total charge: +1



Q: Which of them is the most stable? A: w.



## w
Molecular formula: C2H8OS
Method: DFT, ωB97M-V/def2-TZVPD

Each line ends with the Löwdin charge.
Atoms and positions in Å:
C: 0.00682 0.17872 0.26651  -0.217
C: 0.61114 -0.94613 1.17995  -0.623
S: 1.37698 -2.06274 -0.01211  0.675
H: -0.04823 1.15070 0.78499  0.071
H: -1.01807 -0.14972 0.02498  0.068
H: 0.56425 0.31364 -0.67566  0.047
H: -0.23856 -1.40238 1.72336  0.068
H: 1.37587 -0.66237 1.92836  0.065
H: 1.79579 -3.02188 0.84062  -0.150
O: -1.42922 2.57451 -2.15851  -0.088
H: -1.33436 1.73220 -2.65829  0.048
H: -1.66240 2.29548 -1.24416  0.035

## Properties
* multiplicity: 1
* HOMO level: -9.15 eV
* HOMO-LUMO gap: 9.95 eV



## x
Molecular formula: C2H8OS
Method: DFT, ωB97M-V/def2-TZVPD

Each line ends with the Löwdin charge.
Atoms and positions in Å:
C: -0.57314 1.01569 0.14477  -0.091
S: 0.18286 -0.74146 -1.06048  0.736
C: -0.82644 -1.63980 -0.06565  -0.650
H: -1.59031 0.77530 -0.12814  0.017
H: -0.13641 0.79929 1.11292  0.034
H: -0.06668 1.84767 -0.34837  0.022
H: -0.63371 -2.67134 -0.36053  0.021
H: -1.94826 -1.57136 -0.19617  0.054
H: -0.85658 -1.44761 1.04318  0.060
O: 2.03058 1.37802 0.24022  -0.178
H: 1.51077 0.64152 -0.23526  -0.082
H: 2.90730 1.61409 -0.14649  0.056

## Properties
* multiplicity: 1
* HOMO level: -8.83 eV
* HOMO-LUMO gap: 9.01 eV



Q: Which of them is the most stable? A: w.